No. 1
DFT (ωB97M-V/def2-TZVPD) results for a structure of composition C11H21Br2O7S.

CARTESIAN COORDINATES (ANGSTROEM)
C: 1.1349 0.0775 -0.5034
C: 0.8118 1.3466 -1.4896
Br: 1.7786 2.9400 -0.6586
C: -0.7650 1.7880 -1.5648
Br: -1.2450 3.2817 -0.2613
S: -1.9962 0.3824 -1.4580
O: -3.4242 1.0475 -1.5633
O: -1.9206 -0.5755 -2.7104
O: -1.9924 -0.4787 0.0129
H: 2.3005 -0.1787 -0.4947
H: 0.8344 0.3183 0.6264
H: 0.5686 -0.8861 -0.8499
H: 1.3100 1.2304 -2.5674
H: -0.9172 2.2846 -2.6398
O: 3.7821 0.6892 0.0642
C: 4.9031 0.4820 -0.3983
O: 5.8161 1.4767 -0.4500
C: 7.1986 1.2993 -0.8086
C: 7.3748 1.3228 -2.3146
C: 5.2453 -0.8507 -0.9958
H: 7.6118 0.3976 -0.3471
H: 7.7421 2.1446 -0.3725
H: 6.8343 0.5043 -2.7970
H: 8.4343 1.2440 -2.5802
H: 6.9769 2.2525 -2.7306
H: 4.8649 -0.8934 -2.0192
H: 4.7659 -1.6325 -0.3975
H: 6.3107 -1.0757 -0.9918
O: -8.5179 -1.2608 3.6642
C: -7.3969 -1.4680 3.2017
O: -6.4839 -0.4733 3.1500
C: -5.1014 -0.6507 2.7914
C: -4.9252 -0.6272 1.2854
C: -7.0547 -2.8007 2.6042
H: -4.6882 -1.5524 3.2529
H: -4.5579 0.1946 3.2275
H: -5.4657 -1.4457 0.8030
H: -3.8657 -0.7060 1.0198
H: -5.3231 0.3025 0.8694
H: -7.4351 -2.8434 1.5808
H: -7.5341 -3.5825 3.2025
H: -5.9893 -3.0257 2.6082

Values from the calculation:
* Kohn-Sham gap: 0.268 hartree
* max |F|: 8.68 eV Å⁻¹
* multiplicity: 1
* DFT total energy: -6504.56679 Ha
* charge: -1



No. 2
DFT (ωB97M-V/def2-TZVPD) results for a structure of composition C11H21CeN2O8P2.

CARTESIAN COORDINATES (ANGSTROEM)
Ce: 11.9118 6.9635 6.0245
C: 16.9232 5.9736 7.7650
C: 15.7117 5.4625 7.0186
O: 15.9049 4.0829 6.5603
P: 15.4914 6.5868 5.5889
O: 16.1340 8.0459 5.6872
O: 16.4044 5.8545 4.5653
O: 14.0367 6.8317 5.0734
P: 14.0985 5.4201 7.9293
O: 12.9607 4.6453 6.9259
O: 14.3791 4.5004 9.0888
O: 13.3198 6.7845 8.0321
H: 17.8275 5.8333 7.2097
H: 16.9497 5.4898 8.7678
H: 16.8408 7.0604 7.9189
H: 16.1115 3.6401 7.4205
H: 15.5401 8.6936 6.1271
H: 16.3559 4.8829 4.6113
H: 13.2971 3.8767 6.4460
C: 12.0637 10.6617 8.8789
C: 11.0148 11.0323 7.7811
C: 11.6365 10.5598 6.4359
O: 12.5766 9.4650 6.8259
C: 13.1462 9.7697 8.1712
H: 11.6420 10.2382 9.7888
H: 12.5641 11.5286 9.2736
H: 10.7760 12.0745 7.6359
H: 10.0527 10.4698 7.9917
H: 12.2375 11.3104 5.9617
H: 10.9720 10.0189 5.7208
H: 14.0752 10.3286 7.9179
H: 13.3412 8.7985 8.6932
N: 8.4775 8.4670 6.8084
C: 9.1294 7.2609 6.3991
C: 9.4093 6.2051 7.3097
C: 10.0033 5.0704 6.8840
N: 10.4186 4.9723 5.5627
C: 9.9120 5.8324 4.6442
C: 9.4638 7.1156 5.0432
H: 7.8931 8.3253 7.6068
H: 8.0885 8.9986 6.0093
H: 9.1888 6.4271 8.3527
H: 10.3683 4.3258 7.5636
H: 9.9505 5.6871 3.5533
H: 9.3432 7.9612 4.4111

Values from the calculation:
* Kohn-Sham gap (alpha / beta): 0.176 / 0.177 hartree
* energy above the lowest of the compared OMol25 structures with the same formula, charge and spin: 0.7997 eV
* max |F|: 6.67 eV Å⁻¹
* multiplicity: 1
* DFT total energy: -2300.10578 Ha
* charge: +3



No. 3
DFT (ωB97M-V/def2-TZVPD) results for a cluster of 8 separate species, C11H21Cl21NP2S in total.

CARTESIAN COORDINATES (ANGSTROEM)
C: -1.7908 -1.7796 4.2507
C: -1.2860 -2.0229 2.8339
P: -2.5534 -2.8194 1.7490
C: -3.0025 -4.4607 2.4174
S: -1.4520 -3.1595 -0.0919
C: 0.3262 -3.3849 0.2397
P: -1.8273 -1.3136 -1.2167
N: -3.2794 -1.4233 -1.7626
H: -2.7678 -1.3197 4.2727
H: -1.1110 -1.0722 4.7163
H: -1.7600 -2.6926 4.8347
H: -1.0453 -1.0675 2.3696
H: -0.3747 -2.6144 2.8579
H: -2.2876 -5.2330 2.1512
H: -3.1014 -4.4328 3.4968
H: -3.9564 -4.7605 2.0036
H: 0.8469 -2.4381 0.2076
H: 0.7388 -4.0074 -0.5453
H: 0.4699 -3.8919 1.1822
H: -1.7634 -0.2231 -0.3349
H: -0.8218 -1.2453 -2.1976
H: -3.2676 -1.4176 -2.7806
C: -5.9633 -1.0810 2.9368
Cl: -5.2877 -2.1223 4.2032
Cl: -7.7203 -1.0722 3.0064
Cl: -5.3034 0.5487 3.0830
H: -5.6616 -1.4813 1.9771
C: 0.8552 1.5412 -3.3855
Cl: 1.6138 0.4399 -2.2154
Cl: -0.9047 1.4859 -3.2354
Cl: 1.4507 3.1763 -3.1740
H: 1.1189 1.2066 -4.3799
C: 5.1995 1.5318 -3.0767
Cl: 5.0634 3.1408 -2.3715
Cl: 5.2083 1.6207 -4.8379
Cl: 6.6441 0.7087 -2.4836
H: 4.3360 0.9560 -2.7732
C: -4.8059 4.1769 4.5964
Cl: -6.4161 4.3486 3.9044
Cl: -3.7965 3.1463 3.5691
Cl: -4.0482 5.7483 4.8346
H: -4.9009 3.6962 5.5607
C: 0.2303 1.2120 -7.4552
Cl: 1.7799 1.9125 -6.9798
Cl: -0.2830 0.0005 -6.2688
Cl: -0.9955 2.4601 -7.6331
H: 0.3578 0.7168 -8.4084
C: 1.5764 0.9448 2.4188
Cl: 0.7417 1.0452 3.9635
Cl: 0.5039 0.2621 1.1708
Cl: 2.1650 2.5188 1.9136
H: 2.4231 0.2802 2.5280
C: 9.8869 2.6814 -2.2966
Cl: 9.7422 4.2922 -1.5918
Cl: 9.8985 2.7690 -4.0589
Cl: 11.3330 1.8649 -1.7015
H: 9.0249 2.1037 -1.9930

Values from the calculation:
* Kohn-Sham gap: 0.327 hartree
* max |F|: 2.46 eV Å⁻¹
* multiplicity: 1
* DFT total energy: -11231.07429 Ha
* charge: +1



No. 4
DFT (ωB97M-V/def2-TZVPD) results for a cluster of 2 separate species, C11H21ClO5S in total.

CARTESIAN COORDINATES (ANGSTROEM)
C: -2.0363 5.1563 0.0362
C: -2.5396 3.8965 -0.6574
Cl: -4.3317 3.9106 -0.6350
C: -1.9341 2.6338 -0.0168
C: -2.7577 1.3515 0.1343
C: -1.9454 0.2890 0.9064
C: -0.9458 -0.4621 0.0231
C: -1.6734 -1.3507 -0.9869
O: -3.0352 -0.8937 -1.1840
S: -3.2049 0.6546 -1.4763
O: -4.5893 0.8201 -1.7666
O: -2.1946 1.0631 -2.4133
H: -0.9949 5.0297 0.3412
H: -2.1032 6.0166 -0.6294
H: -2.6370 5.3635 0.9226
H: -2.2541 3.9362 -1.7069
H: -1.0363 2.3723 -0.5816
H: -1.6100 2.9019 0.9945
H: -3.6999 1.5325 0.6499
H: -2.6387 -0.4180 1.3661
H: -1.4020 0.7995 1.7045
H: -0.3247 0.2556 -0.5155
H: -0.2821 -1.0724 0.6321
H: -1.7836 -2.3715 -0.6283
H: -1.1628 -1.3686 -1.9470
C: 5.4616 -3.3157 0.3029
C: 4.7137 -2.0093 0.4576
O: 3.5643 -1.9413 -0.3967
C: 2.3778 -2.4928 -0.0775
C: 2.2472 -3.3364 1.1696
O: 1.4532 -2.3282 -0.8269
H: 4.8531 -4.1679 0.6064
H: 6.3622 -3.3046 0.9176
H: 5.7526 -3.4599 -0.7371
H: 4.4326 -1.8163 1.4933
H: 5.3336 -1.1757 0.1325
H: 2.3355 -4.3828 0.8763
H: 1.2493 -3.1850 1.5735
H: 2.9808 -3.1301 1.9425

Values from the calculation:
* Kohn-Sham gap: 0.398 hartree
* max |F|: 0.35 eV Å⁻¹
* multiplicity: 1
* DFT total energy: -1666.31519 Ha



No. 5
DFT (ωB97M-V/def2-TZVPD) results for a cluster of 2 separate species, C11H21N2O4S in total.

CARTESIAN COORDINATES (ANGSTROEM)
C: -1.8611 0.1996 -1.1978
O: -0.8879 0.3279 -2.2259
C: 0.2954 0.9415 -1.8082
C: 1.2647 0.9192 -2.9957
C: 1.9676 2.2416 -3.2659
N: 3.1277 2.4317 -2.3557
C: 2.9921 3.0216 -1.1729
C: 4.0883 3.1334 -0.3222
C: 5.2760 2.6094 -0.7455
C: 5.3141 2.0100 -2.0154
N: 4.2571 1.9217 -2.7942
H: -1.3922 0.0600 -0.2185
H: -2.5003 1.0886 -1.1638
H: -2.4675 -0.6799 -1.4020
H: 0.0974 1.9829 -1.4889
H: 0.7143 0.4123 -0.9395
H: 2.0225 0.1420 -2.8572
H: 0.7020 0.6472 -3.8899
H: 1.3110 3.0981 -3.1025
H: 2.3797 2.2891 -4.2717
H: 2.0072 3.3993 -0.9291
H: 3.9712 3.6037 0.6449
H: 6.1702 2.6422 -0.1365
H: 6.2181 1.5652 -2.4133
O: -2.7233 -2.1949 0.8981
S: -3.4784 -1.9455 2.0937
O: -3.1925 -0.7550 2.8354
O: -3.3834 -3.2122 3.0349
C: -2.0680 -3.7718 3.2938
C: -1.3025 -2.9809 4.3302
C: -5.1992 -2.0351 1.7545
H: -1.5326 -3.8407 2.3466
H: -2.2839 -4.7794 3.6407
H: -1.0383 -1.9899 3.9644
H: -0.3871 -3.5175 4.5818
H: -1.8958 -2.8635 5.2364
H: -5.4018 -2.9549 1.2136
H: -5.4415 -1.1662 1.1465
H: -5.7394 -2.0009 2.6968

Values from the calculation:
* Kohn-Sham gap: 0.280 hartree
* max |F|: 0.48 eV Å⁻¹
* multiplicity: 1
* DFT total energy: -1240.09708 Ha
* charge: +1



No. 6
DFT (ωB97M-V/def2-TZVPD) results for a structure of composition C11H21N2PdS5Se2.

CARTESIAN COORDINATES (ANGSTROEM)
Pd: -0.5529 -0.2041 0.3599
C: -0.2385 -2.2047 2.9757
Se: 0.8595 -1.7833 1.4183
C: 0.6378 -3.5455 0.5809
C: -0.4455 -3.5970 -0.4885
Se: 0.1801 -2.9070 -2.2130
C: -1.5175 -2.1024 -2.7340
H: 0.1696 -3.0476 3.5348
H: -1.2569 -2.3974 2.6436
H: -0.2401 -1.3012 3.5822
H: 0.3997 -4.2243 1.4014
H: 1.6136 -3.8355 0.1886
H: -1.2975 -2.9750 -0.2064
H: -0.7801 -4.6226 -0.6469
H: -1.8725 -1.4645 -1.9236
H: -2.2409 -2.8859 -2.9485
H: -1.3476 -1.5003 -3.6237
S: -7.2075 2.2345 -1.6540
C: -5.7184 1.6101 -1.2273
S: -4.2218 2.3008 -1.6994
C: -3.1396 1.2337 -0.8269
C: -3.7409 0.2031 -0.1705
S: -2.9860 -1.0236 0.7825
S: -5.4917 0.1638 -0.3365
S: -1.4309 1.5922 -0.8988
N: 3.5238 1.7041 -0.3754
C: 2.8082 2.9295 -0.8813
C: 1.3708 2.7848 -0.4510
N: 1.2497 2.7052 1.0003
C: 2.0458 1.6043 1.5209
C: 3.4964 1.7108 1.1301
H: 4.4713 1.6452 -0.7384
H: 2.9943 0.8814 -0.6932
H: 2.8882 2.9471 -1.9675
H: 3.3203 3.7905 -0.4511
H: 0.9822 1.8691 -0.9258
H: 0.7883 3.6219 -0.8293
H: 0.2830 2.3740 1.1212
H: 1.6352 0.6499 1.1327
H: 1.9691 1.5735 2.6081
H: 4.0616 0.8523 1.4896
H: 3.9784 2.6400 1.4404

Values from the calculation:
* Kohn-Sham gap: 0.133 hartree
* max |F|: 0.32 eV Å⁻¹
* multiplicity: 1
* DFT total energy: -7462.92373 Ha
* charge: -1



No. 7
DFT (ωB97M-V/def2-TZVPD) results for a cluster of 2 separate species, C11H21N3O4 in total.

CARTESIAN COORDINATES (ANGSTROEM)
C: -1.5946 -1.4477 0.1980
C: -1.9708 -0.2274 0.9748
O: -2.3715 -0.2850 2.1114
O: -1.8533 0.9762 0.3352
C: -0.4558 1.2758 0.0764
C: -0.3916 2.7286 -0.3078
C: 0.9526 3.2416 -0.8545
C: 1.8585 2.2568 -1.6108
C: 3.0296 1.6493 -0.8572
C: 2.7992 0.8057 0.3948
C: 2.9202 1.8279 1.5047
N: 4.1164 2.6181 1.1009
C: 4.0472 2.6745 -0.3333
O: 4.6906 3.4580 -1.0309
H: -2.2270 -2.2704 0.4940
H: -1.6644 -1.3123 -0.8721
H: -0.5810 -1.7420 0.4375
H: -0.1085 0.6063 -0.7011
H: 0.0795 1.1180 1.0048
H: -1.2093 2.9413 -0.9832
H: -0.6114 3.2820 0.5975
H: 0.7055 4.0198 -1.5641
H: 1.5040 3.7390 -0.0706
H: 1.2934 1.4775 -2.1015
H: 2.3129 2.8249 -2.4150
H: 3.5353 0.9963 -1.5648
H: 1.9910 0.0879 0.4192
H: 3.6877 0.1881 0.5236
H: 2.9910 1.4305 2.5063
H: 2.1019 2.5363 1.5564
H: 4.9173 2.0476 1.3521
N: -4.6884 -5.2250 1.0525
C: -3.8236 -5.2663 -0.0068
N: -4.3338 -5.7987 -1.1601
O: -2.6786 -4.8567 0.0712
H: -5.6331 -5.5541 1.0112
H: -4.3433 -4.8385 1.9100
H: -3.7230 -5.8428 -1.9525
H: -5.2707 -6.1411 -1.2463

Values from the calculation:
* Kohn-Sham gap: 0.384 hartree
* energy above the lowest of the compared OMol25 structures with the same formula, charge and spin: 1.8015 eV
* max |F|: 2.53 eV Å⁻¹
* multiplicity: 1
* DFT total energy: -896.99298 Ha



No. 8
DFT (ωB97M-V/def2-TZVPD) results for a structure of composition C11H21N6ORe.

CARTESIAN COORDINATES (ANGSTROEM)
Re: 0.0000 0.0000 0.0000
N: -0.0049 0.0000 2.0122
C: 1.3662 -0.3618 2.3365
C: 2.3365 0.3619 1.3662
N: 2.0122 0.0000 -0.0049
H: -0.2168 0.9732 2.3398
H: -0.7034 -0.6847 2.4061
H: 1.4994 -1.4570 2.1991
H: 1.5914 -0.1080 3.3950
H: 3.3950 0.1082 1.5913
H: 2.1990 1.4571 1.4993
H: 2.3398 -0.9732 -0.2167
H: 2.4061 0.6846 -0.7034
C: -0.1476 2.5373 -0.7128
N: -0.1327 2.2819 -2.1289
C: -0.0589 1.0133 -2.6141
N: -0.0559 0.9615 -3.9657
O: 0.0000 0.0000 -1.9336
H: -0.2103 3.6155 -0.5501
H: 0.7689 2.1436 -0.2647
H: -1.0122 2.0400 -0.2647
H: -0.1776 3.0548 -2.7729
H: -0.1033 1.7765 -4.5527
H: -0.0027 0.0466 -4.3914
N: -1.9828 -3.6839 0.3348
C: -0.9483 -2.8165 0.5460
N: -1.1775 -1.6444 0.0000
C: -2.4133 -1.7577 -0.5901
C: -3.1534 -0.8123 -1.3143
C: -4.4065 -1.1833 -1.8189
C: -4.9117 -2.4688 -1.6067
C: -4.1877 -3.4265 -0.8862
C: -2.9422 -3.0298 -0.3949
H: -2.0317 -4.6384 0.6591
H: -0.0619 -3.0940 1.1005
H: -2.7543 0.1829 -1.4745
H: -4.9905 -0.4594 -2.3823
H: -5.8881 -2.7309 -2.0097
H: -4.5813 -4.4235 -0.7225
H: -1.0041 1.4023 0.0000

Values from the calculation:
* Kohn-Sham gap (alpha / beta): 0.264 / 0.228 hartree
* max |F|: 11.00 eV Å⁻¹
* multiplicity: 4
* DFT total energy: -912.62743 Ha
* charge: +3